(1)
Below is a molecular structure, C42H26IN6O6Pb at a distorted geometry, with properties calculated with the ωB97M-V functional and the def2-TZVPD basis.

The geometry in XYZ format:
```
82
Properties=species:S:1:pos:R:3:lowdin_charge:R:1
Pb 0.8980 0.6648 -0.5253 1.15
O -0.1047 4.6494 1.0369 0.02
C 0.1974 3.6118 0.4488 -0.46
N 0.9643 2.5873 0.8807 0.00
C 1.4455 2.5611 2.1988 -0.17
C 1.5315 3.7127 3.0131 0.00
C 1.9869 3.6673 4.3154 -0.09
C 2.3961 2.4735 4.8911 -0.09
C 2.3640 1.3410 4.1077 -0.03
C 1.9094 1.3748 2.7958 -0.19
N 2.0139 0.1110 2.0739 0.01
C 3.3326 -0.1204 1.6252 -0.38
O 4.2357 0.6210 1.9273 0.14
C 3.6427 -1.2302 0.6502 -0.24
C 4.9225 -1.7492 0.7079 0.00
C 5.2929 -2.6562 -0.2711 -0.03
C 4.3992 -2.9334 -1.2813 -0.02
C 3.1367 -2.3267 -1.2856 -0.23
N 2.7487 -1.5414 -0.2915 0.11
C -0.3936 3.4993 -0.9591 -0.18
C -1.0016 4.6230 -1.5057 0.01
C -1.5676 4.5339 -2.7635 -0.05
C -1.5152 3.3319 -3.4537 -0.05
C -0.8891 2.2613 -2.8497 -0.12
N -0.3589 2.3550 -1.6322 -0.04
H 1.2173 4.6517 2.5982 0.09
H 2.0213 4.5875 4.8861 0.10
H 2.7510 2.4302 5.9123 0.10
H 2.7003 0.3898 4.5035 0.13
H 5.5952 -1.4284 1.4890 0.12
H 6.2737 -3.1136 -0.2610 0.11
H 4.6666 -3.6126 -2.0797 0.12
H 2.1223 -3.7629 -2.3751 0.17
H -1.0202 5.5292 -0.9200 0.12
H -2.0539 5.3943 -3.2045 0.11
H -1.9588 3.2207 -4.4326 0.11
H -0.8091 1.2953 -3.3357 0.12
I 3.1725 1.3955 -2.5653 -0.17
C 2.2491 -2.6664 -2.4669 -0.19
C 2.9959 -2.4999 -3.7696 -0.05
C 2.3665 -2.8256 -4.9277 -0.10
C 0.9882 -3.0938 -4.9195 -0.02
C 0.1858 -2.6727 -3.8149 -0.19
C -1.2103 -2.5949 -3.9508 -0.04
C -1.9832 -1.9929 -2.9815 -0.08
C -1.3632 -1.3968 -1.8839 -0.11
C 0.0059 -1.5138 -1.7378 -0.08
C 0.8089 -2.2027 -2.6192 -0.14
H 4.0286 -2.1829 -3.7528 0.10
H 2.9106 -2.8241 -5.8641 0.10
H 0.4871 -3.4403 -5.8146 0.10
H -1.6662 -2.9871 -4.8523 0.11
H -3.0599 -1.9386 -3.0861 0.10
H -1.9511 -0.8287 -1.1800 0.07
N -1.3219 -4.6940 5.5302 0.13
C -0.8071 -3.9003 4.8759 -0.19
C -0.1545 -2.9110 4.0664 -0.24
C 0.9194 -3.2652 3.2572 -0.02
C 1.6261 -2.3036 2.5621 0.01
C 1.2273 -0.9651 2.6096 -0.18
C 0.0454 -0.6545 3.2810 -0.01
C -0.5608 -1.5817 4.1000 -0.01
H 1.2284 -4.3003 3.1959 0.12
H 2.4981 -2.6226 2.0158 0.10
H -0.2734 0.3757 3.3371 0.13
H -1.3836 -1.2830 4.7341 0.13
O -2.0987 -1.0257 1.5889 0.03
C -2.2746 -0.0267 0.8950 -0.65
O -1.4005 0.7774 0.4477 -0.17
C -3.7164 0.3296 0.5228 -0.10
C -4.7649 -0.3536 1.1280 0.00
C -6.0845 -0.0615 0.8113 -0.06
C -6.3730 0.9122 -0.1307 -0.01
C -5.3153 1.5772 -0.7286 -0.14
C -3.9932 1.3145 -0.4156 0.07
N -5.6221 2.6062 -1.7377 -0.35
O -4.6920 3.1789 -2.2695 0.07
O -6.7932 2.8378 -1.9789 0.06
H -4.5112 -1.1237 1.8448 0.12
H -6.8927 -0.5953 1.2942 0.10
H -7.3865 1.1600 -0.4071 0.11
H -3.1827 1.8603 -0.8774 0.12
```

Results
Charge = -1
Gap between HOMO and LUMO (alpha / beta) = 5.98 / 6.26 eV
ΔE to the lowest compared entry with this formula, charge and spin = 23.64 kcal/mol
Max |F| = 0.0211 Eh/bohr
E_HOMO (alpha / beta) = -4.84 / -5.10 eV



(2)
Below is a molecular structure, C42H30N8O5S2Sm at a distorted geometry, with properties calculated with the ωB97M-V functional and the def2-TZVPD basis.

The geometry in XYZ format:
```
88
Properties=species:S:1:pos:R:3:lowdin_charge:R:1
Sm -0.2115 0.2160 -0.2864 1.68
C -0.9430 -2.1926 -5.5317 -0.08
C -1.5455 -2.4797 -4.3123 -0.06
C -1.6795 -1.4968 -3.3483 -0.03
C -1.2169 -0.2066 -3.5938 -0.29
C -0.6371 0.0864 -4.8248 -0.05
C -0.4962 -0.9047 -5.7862 -0.08
N -1.2399 0.7521 -2.5455 0.05
C -1.6733 1.9570 -2.7654 -0.21
C -2.5007 2.3093 -3.9057 -0.01
C -3.0065 3.5493 -4.0359 -0.06
C -2.7317 4.5770 -3.0630 -0.08
C -1.9459 4.3238 -1.9980 -0.01
C -1.3492 3.0263 -1.8145 -0.19
N -0.4700 2.7634 -0.8545 0.00
N -0.1141 3.8511 -0.1925 0.06
C 0.3261 3.9068 1.0507 -0.23
C 0.6702 5.2289 1.4968 0.00
C 0.9425 5.5087 2.7875 -0.07
C 0.9259 4.4636 3.7516 -0.06
C 0.6821 3.2106 3.3305 -0.02
N 0.4117 2.9250 2.0103 0.02
H -0.7997 -2.9765 -6.2639 0.10
H -1.8847 -3.4859 -4.0986 0.11
H -2.1284 -1.7202 -2.3879 0.11
H -0.2553 1.0838 -5.0104 0.11
H -0.0139 -0.6709 -6.7272 0.10
H -2.7571 1.5305 -4.6083 0.11
H -3.6629 3.7689 -4.8695 0.10
H -3.1823 5.5546 -3.1785 0.10
H -1.7493 5.0797 -1.2555 0.10
H 0.6634 5.9892 0.7289 0.11
H 1.1858 6.5199 3.0875 0.11
H 1.1364 4.6408 4.7958 0.11
H 0.7210 2.3619 3.9934 0.12
C 2.1810 1.2511 -2.9204 -0.08
O 1.8991 1.0082 -1.5564 -0.25
C 2.8036 0.1901 -0.8414 -0.34
C 4.1091 -0.0005 -1.2599 -0.04
C 4.9220 -0.8232 -0.4788 -0.11
C 4.4130 -1.4105 0.6683 -0.12
C 3.0812 -1.1828 1.0329 -0.14
C 2.2291 -0.3795 0.2838 -0.18
N 0.5908 1.5827 1.5819 -0.04
N 0.1651 0.6560 2.3160 0.03
C -0.9556 0.8826 3.0962 -0.20
C -2.0581 1.4486 2.3738 -0.39
O -1.9522 1.8476 1.1840 -0.10
C -3.3364 1.3973 3.0550 0.01
C -3.4695 0.8635 4.2862 -0.02
C -2.3683 0.2604 4.9845 -0.17
C -2.5131 -0.3149 6.2579 -0.05
C -1.4492 -0.9104 6.8930 -0.10
C -0.1952 -0.9440 6.2604 -0.09
C -0.0209 -0.3718 5.0229 -0.03
C -1.1072 0.2370 4.3569 -0.12
H 2.3134 0.3073 -3.4557 0.11
H 1.3267 1.7902 -3.3266 0.07
H 3.0730 1.8713 -3.0302 0.09
H 4.5046 0.4400 -2.1676 0.10
H 5.9421 -1.0154 -0.7893 0.09
H 5.0414 -2.0653 1.2634 0.09
H 2.7011 -1.6780 1.9267 0.08
H -4.1858 1.7944 2.5136 0.12
H -4.4443 0.8505 4.7625 0.11
H -3.4893 -0.2907 6.7303 0.11
H -1.5753 -1.3534 7.8728 0.09
H 0.6420 -1.4240 6.7530 0.10
H 0.9474 -0.3916 4.5333 0.11
O 1.8994 -5.1251 -3.8159 -0.32
S 2.4471 -4.3387 -2.7401 0.61
O 3.8767 -4.3004 -2.6018 -0.31
N 1.8172 -2.8394 -2.7505 0.01
C 1.0614 -2.6338 -1.6966 -0.48
O 0.4282 -1.5666 -1.4711 -0.21
C 0.9621 -3.7881 -0.7479 -0.13
C 0.2456 -3.8751 0.4303 0.01
C 0.3123 -5.0682 1.1414 -0.06
C 1.0720 -6.1389 0.6724 -0.08
C 1.7842 -6.0457 -0.5199 -0.04
C 1.7115 -4.8502 -1.2052 -0.21
H -0.3557 -3.0439 0.7748 0.10
H -0.2361 -5.1686 2.0701 0.10
H 1.1041 -7.0605 1.2410 0.10
H 2.3704 -6.8751 -0.8959 0.12
S -4.5990 -1.9876 1.0079 0.48
C -3.1082 -1.4367 0.6890 -0.97
N -2.0286 -1.0310 0.4605 -0.09
```

Results
Charge = -1
Multiplicity = 6
Gap between HOMO and LUMO (alpha / beta) = 5.28 / 5.27 eV
ΔE to the lowest compared entry with this formula, charge and spin = 123.31 kcal/mol
Max |F| = 0.0207 Eh/bohr
E_HOMO (alpha / beta) = -5.14 / -5.12 eV



(3)
Below is a molecular structure, C42H31Br2F10MoN5O3 at a distorted geometry, with properties calculated with the ωB97M-V functional and the def2-TZVPD basis.

The geometry in XYZ format:
```
94
Properties=species:S:1:pos:R:3:lowdin_charge:R:1
Mo -1.4386 0.5356 -0.0818 2.08
C 0.2400 3.3248 -0.9520 -0.02
N -0.7661 2.8051 0.0151 -0.27
C -2.0160 3.5981 -0.1675 -0.14
C -2.7830 2.9122 -1.2671 -0.13
N -2.9125 1.5028 -0.8452 -0.14
C -4.2423 0.9837 -0.9552 -0.17
C -4.5626 0.0142 -1.8932 -0.17
F -3.6027 -0.5188 -2.6464 0.13
C -5.8628 -0.4214 -2.0459 -0.15
F -6.1543 -1.3562 -2.9353 0.16
C -6.8604 0.1232 -1.2576 -0.15
F -8.1020 -0.2962 -1.3911 0.18
C -6.5589 1.0891 -0.3123 -0.17
F -7.5114 1.5825 0.4613 0.16
C -5.2549 1.5008 -0.1638 -0.19
F -4.9542 2.4192 0.7581 0.13
C -0.2109 2.9772 1.3851 -0.15
C -1.0790 2.2515 2.3816 -0.15
N -1.5214 0.9664 1.8077 -0.13
C -2.0243 0.0205 2.7532 -0.16
C -3.0418 0.3366 3.6400 -0.16
F -3.6127 1.5429 3.6066 0.13
C -3.5262 -0.5901 4.5389 -0.15
F -4.5132 -0.2583 5.3554 0.16
C -3.0104 -1.8723 4.5595 -0.13
F -3.4932 -2.7656 5.3966 0.18
C -1.9991 -2.2179 3.6804 -0.14
F -1.4990 -3.4426 3.6790 0.16
C -1.5131 -1.2715 2.8078 -0.16
F -0.5183 -1.6168 1.9808 0.10
H 0.3430 4.3999 -0.8110 0.12
H 1.2063 2.8660 -0.7659 0.09
H -0.0648 3.1247 -1.9733 0.10
H -2.6078 3.5711 0.7434 0.12
H -1.7829 4.6336 -0.4067 0.14
H -3.7667 3.3534 -1.3902 0.14
H -2.2695 2.9636 -2.2281 0.13
H 0.7935 2.5649 1.3865 0.12
H -0.1455 4.0387 1.6286 0.15
H -0.5128 2.0622 3.2924 0.15
H -1.9516 2.8389 2.6623 0.12
C 1.7829 -2.9502 -1.4558 0.00
C 0.3620 -3.4227 -1.3689 -0.27
C 0.0603 -4.7583 -1.7469 0.02
C -1.1948 -5.2452 -1.5837 0.01
C -2.1889 -4.4089 -1.0220 -0.16
C -3.5064 -4.8291 -0.6987 -0.59
Br -4.0797 -6.5527 -1.1297 0.91
C -4.3831 -4.0043 -0.0419 -0.14
C -4.0040 -2.6937 0.2463 -0.55
Br -5.1479 -1.6162 1.2663 1.03
C -2.7776 -2.2310 -0.1596 -0.27
O -2.4121 -0.9240 0.0216 -0.27
C -1.8090 -3.0889 -0.7357 -0.14
N -0.5615 -2.5967 -0.9208 0.18
H 2.4363 -3.6736 -0.9658 0.10
H 1.9057 -1.9859 -0.9687 0.05
H 2.1076 -2.8748 -2.4962 0.10
H 0.8519 -5.3813 -2.1444 0.13
H -1.4400 -6.2627 -1.8546 0.10
H -5.3603 -4.3583 0.2543 0.11
C 7.9143 1.9869 1.2288 -0.03
C 6.7822 0.9906 1.2748 -0.21
C 6.9012 -0.1658 2.0324 -0.02
C 5.8565 -1.0770 2.1266 -0.06
C 4.6926 -0.8509 1.4171 -0.02
C 4.5787 0.2923 0.6323 -0.20
N 3.3385 0.4785 -0.0795 0.13
C 3.1912 0.4635 -1.4236 -0.17
C 4.3158 0.4011 -2.2768 0.01
C 4.1672 0.4245 -3.6360 -0.01
C 2.8976 0.5139 -4.2562 -0.05
C 1.7929 0.5387 -3.4704 0.00
C 1.9037 0.5048 -2.0468 -0.11
C 0.7116 0.5012 -1.3252 -0.53
O -0.4789 0.5732 -1.8668 -0.13
O 0.5946 0.4626 -0.0167 -0.15
C 5.5890 1.2473 0.5796 -0.18
C 5.4055 2.5754 -0.1124 -0.03
H 8.8158 1.5691 1.6746 0.08
H 7.6630 2.8998 1.7773 0.09
H 8.1497 2.2829 0.2043 0.09
H 7.8233 -0.3499 2.5736 0.12
H 5.9585 -1.9648 2.7386 0.11
H 3.8736 -1.5637 1.4497 0.11
H 2.5153 0.2667 0.4576 0.12
H 5.2966 0.3000 -1.8353 0.13
H 5.0524 0.3604 -4.2581 0.13
H 2.8147 0.5472 -5.3341 0.12
H 0.8026 0.5751 -3.9062 0.13
H 4.4007 2.6985 -0.5097 0.06
H 6.1136 2.7137 -0.9339 0.09
H 5.5885 3.3873 0.5943 0.09
```

Results
Charge = +2
Gap between HOMO and LUMO = 5.07 eV
ΔE to the lowest compared entry with this formula, charge and spin = 0.00 kcal/mol
Max |F| = 0.0227 Eh/bohr
E_HOMO = -13.04 eV



(4)
Below is a molecular structure, C42H31BrF15GeN5O3SV at a distorted geometry, with properties calculated with the ωB97M-V functional and the def2-TZVPD basis.

The geometry in XYZ format:
```
100
Properties=species:S:1:pos:R:3:lowdin_charge:R:1
V 0.1532 0.7073 0.1173 0.44
C 3.8601 4.4477 2.3814 -0.04
C 2.7525 3.5093 2.7775 -0.23
C 2.1745 3.5339 4.0407 -0.02
C 1.1213 2.6919 4.3457 -0.08
C 0.6899 1.8440 3.3431 -0.74
Br -0.7509 0.6739 3.5932 0.86
N 1.2117 1.7808 2.1298 0.01
C 2.2321 2.6037 1.8646 -0.09
H 4.3866 4.8274 3.2563 0.08
H 3.4671 5.3051 1.8323 0.09
H 4.5850 3.9550 1.7333 0.08
H 2.5506 4.2169 4.7937 0.12
H 0.6528 2.6828 5.3178 0.11
H 2.6300 2.5497 0.8615 0.08
C -2.4536 5.8493 -0.2556 -0.07
C -3.3170 5.0488 0.7122 -0.17
C -3.3177 3.5390 0.4402 -0.31
C -4.2309 2.8215 1.4616 -0.15
C -4.2524 1.2990 1.3533 -0.06
C -3.8983 3.2973 -0.9345 -0.40
O -4.9489 3.7546 -1.3110 0.13
N -3.1590 2.4684 -1.7695 0.24
C -1.9890 1.8566 -1.4230 -0.40
O -1.5378 1.0667 -2.3145 0.05
N -1.3788 2.0214 -0.2522 0.10
C -1.9084 2.9793 0.6315 -0.40
O -1.2617 3.3099 1.5991 0.08
H -2.4782 6.9102 -0.0093 0.08
H -2.8029 5.7519 -1.2860 0.08
H -1.4097 5.5298 -0.2147 0.07
H -4.3536 5.3840 0.6620 0.12
H -2.9625 5.1823 1.7338 0.12
H -5.2342 3.2260 1.3182 0.13
H -3.8804 3.1268 2.4489 0.13
H -4.5648 0.9604 0.3623 0.08
H -4.9559 0.8786 2.0711 0.08
H -3.2751 0.8565 1.5650 0.05
H -3.5345 2.2684 -2.6870 0.18
F 2.2320 -3.2716 -1.3078 0.05
C 2.0454 -4.4017 -0.5890 -0.24
C 0.8761 -4.6190 0.1239 -0.13
C 0.8253 -5.8053 0.8340 -0.20
F -0.2262 -6.1284 1.5994 0.10
C 1.8556 -6.7356 0.8221 -0.13
F 1.7611 -7.8709 1.5184 0.13
C 2.9966 -6.4783 0.0922 -0.13
F 4.0019 -7.3580 0.0740 0.13
C 3.0952 -5.2970 -0.6187 -0.14
F 4.2107 -5.0270 -1.3182 0.11
Ge -0.4312 -3.1356 0.2285 0.71
S 0.6964 -1.4905 1.0215 0.32
C -1.9744 -3.7413 1.2826 -0.13
C -2.5135 -3.0712 2.3663 -0.22
F -1.9517 -1.9633 2.8649 0.01
C -3.6756 -3.4866 2.9947 -0.14
F -4.1699 -2.8095 4.0338 0.12
C -4.3353 -4.6093 2.5335 -0.13
F -5.4555 -5.0211 3.1286 0.13
C -3.8297 -5.3060 1.4510 -0.14
F -4.4620 -6.3951 1.0080 0.13
C -2.6682 -4.8593 0.8514 -0.23
F -2.2177 -5.5798 -0.1905 0.10
C -1.2871 -2.8651 -1.5168 -0.14
C -0.9054 -3.4756 -2.6963 -0.22
F 0.1419 -4.3136 -2.7478 0.10
C -1.5636 -3.2701 -3.8950 -0.14
F -1.1595 -3.8792 -5.0143 0.12
C -2.6529 -2.4230 -3.9311 -0.13
F -3.2964 -2.2064 -5.0812 0.13
C -3.0757 -1.8019 -2.7706 -0.15
F -4.1222 -0.9728 -2.8074 0.12
C -2.3917 -2.0347 -1.5922 -0.24
F -2.8517 -1.3839 -0.5058 0.09
C 4.2011 -0.4937 0.4837 0.01
N 4.1006 -0.9687 -0.9245 -0.16
C 5.3787 -0.7394 -1.6434 0.00
C 2.8777 -0.3977 -1.6690 -0.12
C 2.7491 1.0950 -1.6505 -0.26
C 3.5886 1.8626 -2.4672 -0.07
C 3.4686 3.2365 -2.5385 -0.10
C 2.4547 3.8414 -1.7930 -0.09
C 1.6017 3.0753 -1.0203 -0.14
C 1.6891 1.6609 -0.9073 -0.19
H 5.1119 -0.9026 0.9155 0.10
H 3.3197 -0.8271 1.0285 0.05
H 4.2378 0.5919 0.4499 0.10
H 3.9272 -1.9751 -0.9064 0.15
H 5.5841 0.3273 -1.6291 0.09
H 5.2713 -1.0884 -2.6671 0.11
H 6.1658 -1.2884 -1.1321 0.10
H 2.0278 -0.8788 -1.1886 0.03
H 2.9778 -0.8127 -2.6721 0.13
H 4.3270 1.3694 -3.0935 0.10
H 4.1184 3.8189 -3.1778 0.09
H 2.3204 4.9165 -1.8334 0.10
H 0.8326 3.6040 -0.4629 0.09
N 0.1567 -0.5058 -2.7008 0.09
C -0.2967 0.1963 -1.7534 -0.32
H -0.3243 -0.3455 -3.5834 0.06
```

Results
Multiplicity = 2
Gap between HOMO and LUMO (alpha / beta) = 6.27 / 5.49 eV
ΔE to the lowest compared entry with this formula, charge and spin = 0.00 kcal/mol
Max |F| = 0.0306 Eh/bohr
E_HOMO (alpha / beta) = -6.27 / -5.49 eV